Entry 1:
10
Properties=species:S:1:pos:R:3:forces:R:3 method="wB97M-V/def2-TZVPD" relative_energy_kcal_mol=108.6 homo_ev=-10.74 smiles="C=C(F)[C@H](F)OF" homo_lumo_gap_ev=10.932 energy_ha=-490.7777
C -0.95449 -0.12198 -1.46074 1.6 -4.0 1.3
C -0.10762 0.43260 -0.63605 0.4 0.4 2.4
F -0.05705 1.78179 -0.64220 0.3 0.3 0.3
C 0.69128 -0.10611 0.62658 -2.9 -2.4 -2.4
F 1.07249 -1.41000 0.34901 -0.1 0.1 0.0
O -0.20366 -0.12483 1.69443 0.2 0.6 -0.3
F 0.56225 -0.12542 2.90028 0.0 0.0 -0.5
H -1.51551 0.51195 -2.00279 -1.8 1.9 -2.1
H -1.05577 -1.22670 -1.60361 0.1 1.3 0.4
H 1.56807 0.38871 0.77508 2.2 1.9 0.9

=====

Entry 2:
8
Properties=species:S:1:pos:R:3:forces:R:3 method="wB97M-V/def2-TZVPD" relative_energy_kcal_mol=52.3 homo_ev=-4.83 homo_lumo_gap_ev=7.915 energy_ha=-1098.9077 charge=-1
C -0.90513 0.69258 -0.19865 1.3 -0.8 -0.5
C 0.44676 -0.26988 -0.28418 -1.0 0.6 4.9
O -1.34233 0.81375 0.93351 -0.7 0.2 1.0
O -1.25350 1.11428 -1.27948 -0.3 0.4 -1.2
O 0.76902 -0.44882 1.56409 0.9 -0.5 -3.9
S 0.52721 -1.75870 -1.18615 -0.3 -0.7 0.0
S 1.80144 -0.14529 -1.36712 0.6 0.5 0.1
H -0.04347 0.00207 1.81797 -0.5 0.3 -0.3

=====

Entry 3:
15
Properties=species:S:1:pos:R:3:forces:R:3 method="wB97M-V/def2-TZVPD" homo_ev=-9.54 smiles=[O-][N+]#CC(F)(F)F.c1cscn1 homo_lumo_gap_ev=9.897 energy_ha=-1074.7620
O -1.34232 -1.11358 -1.92950 -1.7 -0.8 0.2
N -0.21704 -0.83586 -2.02981 1.8 1.2 -0.3
C 0.84798 -0.38860 -2.16124 -0.5 -0.4 0.2
C 2.29875 -0.35798 -2.26343 1.0 -0.2 0.0
F 2.89181 -0.62963 -1.09091 -0.3 0.0 0.1
F 2.74533 0.83587 -2.65989 -0.2 0.2 0.0
F 2.75293 -1.26150 -3.14438 -0.2 0.0 0.0
C -1.44033 -0.12968 2.67177 -0.7 0.1 -0.1
C -2.38210 0.42930 1.86831 0.1 0.2 -0.2
S -1.63297 1.40190 0.66350 0.3 -0.3 0.5
C -0.09765 0.96629 1.35380 -0.5 0.5 -0.7
N -0.16120 0.18473 2.36369 0.9 -0.4 0.5
H -1.63132 -0.77436 3.50844 -0.1 -0.1 0.1
H -3.44790 0.33011 1.90588 -0.2 -0.1 0.1
H 0.81605 1.34300 0.94378 0.3 0.2 -0.2

=====

Entry 4:
10
Properties=species:S:1:pos:R:3:forces:R:3 method="wB97M-V/def2-TZVPD" relative_energy_kcal_mol=2.2 homo_ev=-11.85 homo_lumo_gap_ev=10.893 energy_ha=-801.7613
C -1.00834 0.24343 0.20553 0.7 2.0 0.7
C -0.75661 -1.17722 -0.17859 0.4 0.8 -0.9
O 1.57620 0.97141 -1.32474 -0.2 0.2 -1.0
O 1.86585 1.07678 1.09277 0.7 -0.8 -1.3
O -1.39781 -1.98891 -0.72908 0.2 -0.1 0.4
F 0.60541 -1.44305 0.14618 -1.0 -0.5 -0.2
S 2.23321 0.46122 -0.17560 0.2 0.8 2.2
H -0.58128 1.06457 -0.62805 -0.8 -2.6 2.5
H -0.45047 0.28101 1.24090 -1.1 0.8 -2.1
H -2.08617 0.51076 0.35068 0.9 -0.7 -0.2

=====

Entry 5:
26
Properties=species:S:1:pos:R:3:forces:R:3 method="wB97M-V/def2-TZVPD" homo_ev=-20.25 homo_lumo_gap_ev=2.958 energy_ha=-956.1724 charge=+3
C -2.02500 -1.20111 1.94804 1.1 0.7 0.0
C -1.63214 -2.56658 1.20474 -4.9 -1.8 -3.2
O -2.48973 -3.03971 0.41052 4.2 2.1 3.8
O -0.38932 -3.27884 1.32650 1.0 2.9 -0.3
C 0.75602 -2.42948 1.19222 0.1 -2.8 -0.2
P 0.80608 -1.48597 -0.49101 -0.7 2.2 2.9
C 1.62343 0.20305 -0.20316 0.7 0.6 -0.7
C 1.03238 1.40413 -1.10644 0.1 0.9 -0.9
C 0.08996 2.45063 -0.27776 -0.8 -3.6 -0.3
C 0.18493 0.93760 -2.39273 -0.4 0.2 0.9
H -2.57951 -0.54561 1.17729 0.8 -1.2 1.3
H -1.04948 -0.68002 2.28560 -1.6 -0.7 -0.3
H -2.69585 -1.35651 2.87272 1.0 -0.3 -1.5
H 0.95067 -1.72758 2.08487 -0.2 -0.2 -1.3
H 1.67755 -3.14077 1.14984 -1.3 0.8 0.4
H -0.55007 -1.32229 -0.99959 0.8 -0.5 -0.3
H 2.74494 0.09881 -0.49432 -1.6 0.0 0.5
H 1.63936 0.43265 0.93426 -0.1 -0.8 -1.6
H 1.93310 2.01185 -1.50575 -1.2 -1.2 0.7
H 0.66793 3.02489 0.55536 -1.1 -2.0 -0.5
H -0.82809 1.87617 0.10092 1.2 1.1 -0.1
H -0.32759 3.21588 -1.07599 -0.9 -3.9 0.8
H -0.87958 0.67687 -2.01498 1.5 0.3 -0.9
H 0.10428 1.84162 -3.09780 0.1 -1.7 0.8
H 0.63111 0.01071 -2.92846 -0.5 1.6 0.7
In 0.60462 4.58960 -0.65490 2.5 7.2 -0.5

=====

Entry 6:
16
Properties=species:S:1:pos:R:3:forces:R:3 method="wB97M-V/def2-TZVPD" relative_energy_kcal_mol=38.0 homo_ev=-9.70 smiles="O=CNCCO.O" homo_lumo_gap_ev=10.103 energy_ha=-400.1609
O 2.12562 -0.22425 2.67321 -0.2 -0.4 -1.5
C 1.73861 -0.47602 1.52994 0.3 -0.1 1.5
N 0.69481 0.14415 0.95105 -1.3 0.9 -0.6
C 0.01369 -0.22838 -0.29466 0.2 0.1 -0.7
C 0.86037 0.07164 -1.59716 -0.3 -0.3 0.5
O 0.79608 -1.00409 -2.57407 -0.5 1.5 0.1
H 2.19821 -1.26784 0.89004 -0.1 0.4 0.2
H 0.15218 0.82327 1.49037 0.9 -0.5 0.1
H -0.33581 -1.27722 -0.23774 0.3 0.5 -0.4
H -0.87983 0.42028 -0.37415 0.3 -0.6 0.3
H 1.90331 0.27261 -1.28519 -0.4 -0.3 -0.4
H 0.45649 1.00206 -2.04061 0.3 -0.4 0.1
H 0.34554 -0.60156 -3.34568 0.5 -0.7 0.6
O -3.26299 0.62165 1.04914 -0.2 0.5 1.0
H -4.01507 0.38360 1.63732 0.8 0.3 -0.6
H -2.79121 1.34010 1.52820 -0.6 -0.8 -0.4

=====

Entry 7:
67
Properties=species:S:1:pos:R:3:forces:R:3 method="wB97M-V/def2-TZVPD" homo_ev=-8.04 homo_lumo_gap_ev=6.611 energy_ha=-2285.3179
O 4.11801 -1.15865 -5.60219 -8.0 4.2 -3.2
C 2.96721 -0.62080 -6.09510 6.2 -5.5 2.4
O 2.23251 -1.45811 -7.05115 0.3 2.3 2.8
C 2.53333 0.84196 -5.51034 2.1 0.7 2.4
F 1.67901 0.64638 -4.28098 2.3 0.7 -4.3
F 3.80585 1.45233 -4.96579 -4.2 -1.9 -1.9
C 1.95072 1.91534 -6.57824 0.9 3.3 -0.5
F 1.76317 3.21768 -5.83729 0.5 -4.3 -2.2
F 2.98212 2.22428 -7.63362 -3.2 -1.4 3.5
C 0.52633 1.57990 -7.29052 -1.6 1.7 -2.8
F 0.62400 0.62127 -8.45306 0.1 2.8 3.9
F 0.06942 2.87267 -7.93074 1.7 -3.8 1.8
C -0.69906 1.15692 -6.28216 -2.5 4.9 2.9
O -1.30293 2.18359 -5.62216 3.9 -6.0 -4.2
B -1.22345 -0.36742 -5.96122 0.3 2.1 2.0
S -1.26332 -0.85227 -4.10823 -0.2 3.9 -6.8
H 1.73672 -2.19408 -6.58103 1.1 1.2 -0.4
H -1.60266 -1.16122 -6.74101 0.1 -0.1 -0.2
H -1.06995 0.37299 -3.39525 0.0 -1.5 -1.4
C -4.35990 -3.39464 -0.91049 -0.1 -0.1 0.0
C -3.39890 -2.92377 0.17653 -0.2 -0.4 -0.1
C -2.73209 -1.58775 -0.15665 0.5 -0.1 -1.1
C -1.92604 -1.72169 -1.43832 3.9 -0.6 -5.7
N -1.25728 -1.83292 -2.50160 -4.3 -2.4 13.4
H -3.84194 -3.57366 -1.85814 0.0 0.1 0.1
H -4.83350 -4.33677 -0.61689 0.0 0.2 0.0
H -5.14986 -2.65483 -1.08327 0.1 -0.1 0.0
H -2.63291 -3.69371 0.33033 0.0 0.2 0.0
H -3.94921 -2.82426 1.11861 0.2 0.2 -0.1
H -2.06469 -1.28751 0.65799 0.0 0.0 -0.4
H -3.48558 -0.80314 -0.28505 0.1 -0.1 0.0
C -0.35966 1.78025 3.20173 0.1 0.0 0.0
C -1.60367 2.66266 3.22770 0.4 0.0 -0.2
C -2.81330 1.96755 3.85557 -0.2 -0.7 -0.7
C -3.16399 0.72422 3.05465 -2.2 -7.0 -4.2
N -3.45490 -0.30723 2.39007 2.3 8.2 5.4
H -0.51162 0.88518 2.59008 0.0 0.1 0.1
H 0.48526 2.32723 2.77159 -0.1 -0.1 0.1
H -0.08183 1.46379 4.21360 0.0 0.0 -0.1
H -1.84201 2.96965 2.20195 -0.1 0.0 0.2
H -1.38104 3.57421 3.79317 -0.2 -0.1 0.0
H -3.67376 2.64486 3.86305 0.0 -0.3 -0.1
H -2.59786 1.68073 4.89054 0.0 -0.2 -0.2
C -0.45344 -2.20682 3.98615 0.0 0.0 -0.2
C -0.00658 -2.83832 5.30084 0.2 0.1 -0.4
C -0.94373 -2.51374 6.46573 0.2 1.1 0.1
C -0.98901 -1.01031 6.68478 -0.5 8.4 1.4
N -1.02645 0.23699 6.86649 0.3 -9.9 -1.5
H -0.45478 -1.11358 4.04268 0.0 -0.1 0.0
H 0.22876 -2.48881 3.17795 -0.1 0.1 0.1
H -1.46151 -2.53961 3.71361 0.1 0.1 0.0
H 1.00852 -2.49339 5.53280 -0.2 -0.1 0.1
H 0.04379 -3.92533 5.17390 0.0 0.1 0.2
H -0.58832 -2.99972 7.38045 -0.1 0.3 0.0
H -1.95563 -2.87844 6.25856 0.1 0.2 0.1
C 4.01180 2.88411 2.55376 0.0 0.1 0.1
C 4.66752 2.32499 1.29508 0.2 0.2 0.3
C 3.69322 1.53918 0.41540 -0.2 -0.9 0.7
C 3.13831 0.35694 1.19305 -3.3 -6.7 4.1
N 2.67806 -0.62389 1.83826 3.7 7.8 -5.1
H 3.63643 2.08627 3.20254 0.0 0.1 -0.1
H 4.73731 3.46099 3.13595 -0.1 0.0 -0.1
H 3.17509 3.54495 2.29991 0.1 -0.1 0.1
H 5.50606 1.68145 1.58818 -0.1 0.1 -0.2
H 5.08575 3.15421 0.71395 -0.1 -0.2 -0.1
H 4.20723 1.17173 -0.47901 -0.2 -0.1 0.1
H 2.86483 2.17891 0.09233 0.0 -0.2 0.1

=====

Entry 8:
38
Properties=species:S:1:pos:R:3:forces:R:3 method="wB97M-V/def2-TZVPD" homo_ev="-12.35 / -12.35" homo_lumo_gap_ev="8.260 / 1.999" energy_ha=-1068.8491 charge=+1 spin_multiplicity=2
O -23.08786 -8.69585 -14.06585 0.8 -0.3 0.5
H -24.00315 -8.51259 -13.85398 -0.6 0.2 0.5
H -23.03505 -8.58773 -15.01545 0.1 0.1 -0.5
O -21.04069 -7.81654 -12.29082 0.8 -0.1 0.3
H -21.70293 -8.03530 -12.94642 -0.7 -0.2 -0.5
H -21.53147 -7.72990 -11.47359 0.0 0.1 0.2
O -25.48037 -7.99449 -12.92063 0.0 0.0 -0.1
H -26.42518 -8.11523 -13.01541 -0.3 -0.1 -0.1
H -25.37630 -7.57781 -12.06519 0.1 0.2 0.2
O -23.24601 -8.43977 -16.71077 0.1 0.1 -0.2
H -22.56307 -8.57140 -17.36842 0.3 0.1 -0.3
H -23.97913 -8.97430 -17.01579 -0.4 -0.2 -0.1
C -20.27670 -10.54475 -14.89445 -0.2 0.0 -0.7
C -18.92201 -11.13898 -14.43364 -1.4 2.7 0.4
C -18.58466 -10.92830 -12.95424 0.7 1.5 -1.2
O -18.47837 -12.26088 -12.42825 -0.5 -2.4 0.1
C -18.80378 -13.11810 -13.36146 -0.7 5.0 -1.4
O -18.83692 -14.35114 -13.29343 0.2 -1.3 0.2
O -19.18566 -12.50850 -14.51909 0.9 -4.2 1.4
H -20.33104 -9.45882 -14.97126 0.5 0.0 0.2
H -21.15247 -10.85651 -14.32529 0.4 -0.1 0.6
H -20.49805 -10.93549 -15.88764 0.3 0.1 -0.2
H -18.08775 -10.77904 -15.03577 -0.1 -0.6 -0.4
H -19.32295 -10.26698 -12.50072 -0.1 -0.6 0.7
H -17.58213 -10.50637 -12.88344 -0.2 0.1 0.4
C -20.75785 -6.03215 -15.60827 0.6 0.9 -0.7
C -21.73343 -5.20067 -16.50542 2.6 -1.2 -0.3
C -23.12434 -5.12790 -16.05094 -1.2 0.0 0.7
O -23.46485 -3.75612 -16.24996 -0.4 0.4 -0.3
C -22.35724 -3.04300 -16.61092 -1.2 2.4 -1.4
O -22.36678 -1.87267 -16.97529 0.1 -3.0 1.4
O -21.31760 -3.86499 -16.62129 1.5 1.2 0.6
H -20.43260 -5.47545 -14.72940 -1.1 -0.1 0.6
H -19.74810 -6.11601 -16.01012 -0.2 -0.2 -1.0
H -21.10128 -7.04750 -15.41021 -0.3 0.3 0.3
H -21.69292 -5.47683 -17.55907 0.0 -1.0 0.0
H -23.28587 -5.36221 -14.99875 0.1 -0.1 0.0
H -23.67858 -5.83540 -16.66768 -0.7 0.5 0.1